1.
129
Properties=species:S:1:pos:R:3:lowdin_charge:R:1 method="wB97M-V/def2-TZVPD" e_homo_ev=-7.14 homo_lumo_gap_ha=0.2439 energy_ha=-5111.2730 total_charge=0
Sc 0.11 -0.57 0.17 1.10
S 3.11 -2.67 3.62 0.96
S 0.67 -3.21 2.41 0.61
Si 2.42 1.00 2.45 0.47
F -1.06 -3.59 4.36 0.16
F 4.43 -3.83 5.55 0.10
F -1.48 -1.86 3.12 0.14
F 2.30 -3.79 5.93 0.12
F 3.11 -5.19 4.50 0.13
F -1.84 -3.86 2.36 0.15
O 0.59 0.68 -1.73 -0.07
O 1.76 0.21 1.20 -0.41
O 0.92 -4.58 2.04 -0.26
O 0.55 -2.36 1.21 -0.41
O 3.70 -3.37 2.46 -0.48
O 1.96 -1.50 -1.16 -0.07
N -1.17 1.24 0.49 -0.02
N 1.46 -2.61 3.57 -0.38
N -0.24 -3.04 -3.67 -0.16
N 2.98 -3.32 -0.31 0.22
N -3.24 0.56 -1.64 0.12
C 1.63 0.65 4.11 -0.25
C 0.86 4.98 -1.10 0.00
C 5.00 -0.31 2.14 -0.13
C -6.39 -0.79 -3.09 -0.05
C 2.37 0.32 5.25 -0.12
C -2.45 1.76 0.31 -0.32
C 3.00 -2.14 -0.94 -0.53
C 1.74 2.77 -1.37 -0.10
C -1.04 -3.12 3.12 -0.67
C -6.07 -0.80 -4.43 -0.09
C 6.33 1.62 3.61 -0.09
C 3.11 4.50 -0.43 0.00
C -1.44 -2.06 -0.69 -0.14
C -2.63 -1.90 0.03 -0.15
C -7.03 0.86 -0.42 -0.09
C 4.16 2.25 -0.73 -0.03
C -1.38 -3.25 -1.44 -0.27
C 0.36 0.06 6.55 -0.09
C -2.42 -4.19 -1.46 -0.07
C 1.75 0.03 6.46 -0.09
C -3.66 -2.82 0.04 -0.09
C -3.57 -3.98 -0.72 -0.08
C -0.50 2.22 1.17 -0.22
C -6.03 -0.27 -0.69 -0.22
C -5.53 -0.28 -2.12 -0.16
C 0.24 0.69 4.24 -0.10
C 2.98 3.19 -0.86 -0.19
C 2.21 6.82 -0.06 -0.04
C 6.37 -0.42 2.36 -0.08
C -0.16 -3.59 -2.24 -0.07
C -1.36 -3.63 -4.45 0.01
C 4.32 -1.65 -1.46 0.03
C 3.22 -3.96 4.98 -0.74
C 4.96 1.73 3.39 -0.11
C 0.66 3.67 -1.50 -0.17
C -3.97 0.27 -3.90 -0.19
C -2.56 2.99 0.94 -0.06
C 1.62 1.36 -1.71 -0.15
C -0.39 0.40 5.44 -0.08
C -0.33 -1.55 -3.67 0.01
C 7.04 0.54 3.09 -0.09
C -0.65 3.28 -2.12 -0.02
C 2.06 5.40 -0.54 -0.24
C -3.00 2.48 -4.55 -0.09
C -2.73 0.98 -4.36 -0.22
C -4.28 0.21 -2.52 -0.17
C 4.27 0.76 2.65 -0.28
C -4.86 -0.25 -4.83 -0.06
C -1.31 3.30 1.49 -0.08
C -3.44 1.36 -0.66 -0.12
H 3.45 0.27 5.20 0.09
H -2.40 0.55 -5.31 0.10
H -5.20 -0.21 0.01 0.09
H 4.43 2.58 3.79 0.10
H 3.91 1.39 -0.12 0.05
H 4.15 -1.01 -2.33 0.08
H -3.45 3.61 0.93 0.10
H 0.63 -3.30 -4.11 0.18
H -2.75 -1.02 0.67 0.08
H -1.08 2.40 -1.65 0.05
H -0.38 0.95 3.38 0.09
H -4.53 -2.65 0.66 0.10
H -6.54 -1.22 -0.50 0.11
H -0.52 3.06 -3.18 0.09
H 2.01 7.52 -0.86 0.08
H -1.01 4.18 2.03 0.10
H -6.58 1.84 -0.61 0.07
H -1.47 0.44 5.50 0.10
H -1.94 0.86 -3.62 0.08
H -7.37 0.84 0.61 0.07
H 0.04 5.68 -1.19 0.13
H 2.17 -3.54 0.26 0.07
H 0.73 -3.14 -1.82 0.09
H 6.84 2.38 4.19 0.10
H 1.49 7.03 0.74 0.09
H -0.33 -1.21 -4.70 0.11
H -4.60 -0.20 -5.88 0.11
H -1.26 -4.72 -4.44 0.10
H 3.85 -3.67 0.08 0.11
H 3.21 7.00 0.33 0.08
H -4.39 1.89 -0.55 0.12
H -0.13 -0.17 7.49 0.10
H -6.75 -1.21 -5.16 0.10
H -2.31 -5.11 -2.02 0.11
H 4.48 -1.09 1.61 0.07
H -1.30 -3.25 -5.47 0.10
H -1.26 -1.27 -3.17 0.09
H -7.35 -1.20 -2.77 0.11
H 2.56 0.85 -1.95 0.12
H 8.10 0.45 3.27 0.10
H 4.49 1.89 -1.70 0.09
H 0.51 -1.15 -3.11 0.08
H 4.99 2.77 -0.26 0.09
H -2.29 -3.33 -3.99 0.11
H -7.90 0.77 -1.08 0.07
H -1.36 4.10 -2.03 0.09
H 0.54 2.12 1.39 0.02
H 2.34 -0.24 7.32 0.10
H -0.02 -4.67 -2.35 0.14
H 6.91 -1.28 1.96 0.10
H -4.37 -4.71 -0.72 0.10
H -3.80 2.63 -5.28 0.08
H -2.12 3.00 -4.91 0.06
H 4.98 -2.48 -1.73 0.09
H 2.29 2.47 2.22 0.04
H 4.81 -1.06 -0.69 0.08
H -3.31 2.93 -3.61 0.07
H 4.05 4.82 0.01 0.12



2.
129
Properties=species:S:1:pos:R:3:lowdin_charge:R:1 method="wB97M-V/def2-TZVPD" e_homo_ev=-8.69 homo_lumo_gap_ha=0.2615 energy_ha=-3479.0740 total_charge=0 smiles="CCOCCOCc1cnc2cc(C)c(CCCCCCCCCCCOC)cc2n1.O=C1C=C(O)C(=O)C=C1O.O=C1C=C(O)C(=O)C=C1O.O=C1C=C(O)C(=O)C=C1O.O=C1C=C(O)C(=O)C=C1O"
O -2.13 -5.91 -2.18 0.11
O 2.18 2.91 -7.18 0.09
O 7.57 -2.30 1.91 -0.11
O 1.52 6.32 -3.20 0.11
O 1.13 5.26 -7.76 0.12
O -4.50 -5.42 -1.16 0.12
O 5.14 4.87 -6.50 0.11
O 6.01 1.95 -10.07 0.12
O 10.29 -2.80 3.60 -0.16
O -10.72 4.52 -0.56 0.12
O 7.60 5.80 -6.51 0.12
O 8.49 2.82 -10.04 0.11
O -9.36 1.25 3.62 0.12
O -2.36 -2.65 1.97 0.09
O -9.02 -4.61 3.10 -0.18
O -8.07 1.13 1.34 0.10
O 2.64 4.01 -2.64 0.09
O -11.95 4.69 1.75 0.11
O 0.01 -3.09 0.91 0.12
N 5.52 0.98 -0.86 0.14
N 5.57 -0.50 1.55 0.20
C 2.24 1.04 1.76 -0.16
C 11.83 -4.34 4.70 -0.07
C -10.73 2.98 2.81 0.08
C -8.20 -3.27 1.31 -0.17
C 6.57 -0.48 0.72 -0.23
C 1.05 2.67 0.17 -0.03
C 2.47 3.34 -4.88 0.08
C 1.67 5.58 -4.15 -0.31
C 5.87 4.38 -7.34 -0.30
C 1.27 5.91 -5.51 0.08
C 8.17 4.36 -8.28 0.07
C -11.08 3.85 1.70 -0.32
C 3.37 0.29 2.05 0.04
C -2.36 -3.40 1.01 -0.29
C -9.74 2.08 2.66 -0.23
C 3.32 1.76 -0.29 0.03
C 5.44 3.37 -8.29 0.08
C -3.71 0.26 4.09 -0.19
C 1.46 5.02 -6.49 -0.24
C 6.32 2.87 -9.17 -0.23
C -3.56 -4.00 0.46 0.08
C -0.93 -4.52 -0.69 0.08
C 7.83 -1.24 1.03 -0.18
C -6.33 -1.86 2.28 -0.20
C -0.29 0.77 2.28 -0.22
C -4.63 -0.95 3.92 -0.21
C 7.75 3.34 -9.21 -0.31
C -5.89 -0.63 3.12 -0.19
C 2.06 3.67 -6.24 -0.32
C 4.48 0.24 1.19 -0.20
C -10.32 3.70 0.40 -0.24
C -8.97 1.96 1.37 -0.30
C 8.58 -3.29 1.93 -0.18
C 9.09 -3.54 3.34 -0.17
C -2.13 -5.14 -1.23 -0.31
C -1.24 0.36 3.41 -0.21
C -3.45 -4.82 -0.60 -0.23
C 1.13 1.04 2.78 -0.15
C -8.13 -4.59 2.02 -0.26
C 2.29 4.23 -3.90 -0.23
C 4.46 0.98 0.01 -0.21
C -9.33 2.81 0.26 0.08
C -9.14 -5.89 3.65 -0.12
C -1.04 -3.70 0.36 -0.23
C -7.84 -2.07 2.19 -0.21
C 6.53 0.26 -0.49 -0.08
C 11.46 -3.56 3.44 -0.29
C 7.30 4.86 -7.40 -0.24
C 2.22 1.80 0.55 -0.19
C -2.69 0.44 2.94 -0.20
H -8.24 -2.24 3.19 0.12
H 12.22 -5.33 4.46 0.07
H -4.08 -1.71 3.38 0.08
H 3.34 2.33 -1.21 0.09
H -3.22 0.25 5.06 0.10
H 1.35 0.32 3.55 0.11
H -1.09 1.09 4.21 0.12
H 0.84 6.89 -5.68 0.14
H -11.29 3.08 3.72 0.14
H -1.01 -0.65 3.75 0.11
H -8.35 -1.21 1.77 0.09
H -4.14 -5.95 -1.90 0.12
H 8.19 -4.22 1.52 0.13
H -4.34 1.15 4.11 0.10
H -2.82 -0.37 2.23 0.09
H 9.31 -4.60 3.46 0.12
H 12.62 -3.83 5.25 0.07
H -7.56 -3.27 0.43 0.11
H -5.75 0.20 2.43 0.10
H -8.41 -5.38 1.31 0.12
H 4.41 3.04 -8.25 0.12
H 1.37 4.45 -8.25 0.12
H -8.63 0.72 3.25 0.09
H -5.93 -2.73 2.80 0.10
H 2.40 4.82 -2.15 0.12
H 6.79 5.97 -6.00 0.12
H 1.11 2.02 3.27 0.13
H -4.91 -1.38 4.88 0.11
H -9.50 -6.62 2.92 0.09
H 11.42 -4.22 2.57 0.11
H 3.38 -0.28 2.96 0.12
H 0.81 3.38 0.95 0.09
H -0.31 0.02 1.49 0.12
H -6.73 -0.37 3.76 0.10
H 2.92 2.37 -4.71 0.14
H -2.84 1.41 2.49 0.11
H -9.22 -3.15 0.94 0.12
H 8.59 -0.57 1.44 0.14
H -9.86 -5.87 4.46 0.09
H -8.78 2.70 -0.66 0.14
H -5.94 -1.79 1.27 0.11
H 7.39 0.22 -1.14 0.11
H -4.50 -3.77 0.92 0.12
H -7.10 -4.82 2.33 0.12
H 0.01 -4.74 -1.16 0.14
H 8.22 -1.60 0.08 0.12
H 9.20 4.70 -8.33 0.14
H -0.34 -2.56 1.65 0.11
H 12.25 -2.85 3.24 0.11
H 1.27 3.19 -0.76 0.05
H 9.44 -2.99 1.33 0.12
H 8.35 -3.24 4.07 0.13
H 10.97 -4.45 5.35 0.07
H -8.19 -6.26 4.04 0.09
H -11.44 5.05 -0.19 0.12
H 0.19 2.05 -0.02 0.08
H -0.72 1.67 1.85 0.09
H 6.82 1.77 -10.57 0.12